Computed, not measured: a structure of composition C21H22IN7O3S2Sn, with ωB97M-V/def2-TZVPD.

Properties
2S+1 ... 1
Total charge ... +2
Maximum force ... 0.0178 Eh/bohr
HOMO-LUMO gap ... 7.309 eV
DFT total energy ... -2730.3472 hartree

```
57
Properties=species:S:1:pos:R:3:mulliken_charge:R:1
Sn -0.146 0.093 1.646 1.351
N 2.721 -1.465 4.848 -0.362
C 2.003 -0.731 3.999 0.668
S 0.365 -1.235 3.673 -0.300
N 2.573 0.294 3.439 -1.431
N 1.753 1.036 2.688 0.845
C 2.040 2.238 2.409 -0.866
C 1.051 3.012 1.671 1.101
C 1.371 4.246 1.145 -0.852
C 0.396 4.957 0.459 -0.446
C -0.869 4.413 0.349 -0.863
C -1.113 3.173 0.911 0.087
N -0.177 2.472 1.564 0.026
H 2.324 -2.254 5.327 0.201
H 3.666 -1.183 5.058 0.254
H 2.964 2.696 2.743 0.461
H 2.374 4.633 1.259 0.461
H 0.625 5.920 0.024 0.475
H -1.663 4.931 -0.168 0.475
H -2.098 2.738 0.860 0.434
C 3.334 -2.236 -5.540 -1.397
C 2.553 -1.548 -4.457 0.817
C 1.617 -0.566 -4.762 -0.967
C 0.940 0.113 -3.761 -0.336
C 1.204 -0.218 -2.438 -0.091
C 2.107 -1.226 -2.101 -0.441
C 2.772 -1.881 -3.115 -0.896
S 0.464 0.726 -1.192 2.095
O -0.117 1.917 -1.736 -0.697
O 1.413 0.846 -0.070 -0.728
N -0.665 -0.192 -0.406 0.021
C -1.994 0.216 -0.290 0.516
C -2.948 0.324 -1.293 -0.815
C -4.237 0.643 -0.915 -0.462
C -4.556 0.829 0.435 -0.694
C -3.559 0.711 1.372 -0.860
N -2.299 0.425 0.994 0.240
H 3.235 -1.719 -6.492 0.369
H 2.982 -3.261 -5.672 0.316
H 4.390 -2.290 -5.277 0.376
H 1.422 -0.317 -5.797 0.368
H 0.240 0.902 -3.998 0.490
H 2.300 -1.468 -1.064 0.468
H 3.488 -2.655 -2.871 0.409
H -2.675 0.142 -2.322 0.576
H -5.008 0.733 -1.670 0.490
H -5.564 1.063 0.747 0.535
H -3.730 0.858 2.430 0.571
N -0.915 -4.381 1.805 -0.365
C -1.417 -3.163 1.652 0.570
O -0.701 -2.211 1.293 -0.523
C -2.883 -2.972 1.909 -0.822
I -3.223 -2.404 3.931 0.124
H 0.066 -4.541 1.638 0.246
H -1.485 -5.159 2.094 0.212
H -3.460 -3.874 1.734 0.510
H -3.252 -2.156 1.299 0.057
```

Computed, not measured: a cluster of 2 separate species, C2H9NS in total at a distorted geometry, with ωB97M-V/def2-TZVPD.

Properties
2S+1 ... 2
Total charge ... +1
Maximum force ... 0.0668 Eh/bohr
HOMO-LUMO gap (alpha / beta) ... 10.028 / 5.074 eV
DFT total energy ... -534.1715 hartree

```
13
Properties=species:S:1:pos:R:3:mulliken_spin:R:1
N 2.086 -0.569 2.606 0.001
H 2.709 0.172 2.584 0.000
H 2.349 -1.112 1.755 0.000
H 1.242 0.109 2.403 0.000
C -0.049 1.157 -0.421 -0.033
S -0.197 -0.585 -0.901 0.901
C -1.750 -0.917 -1.641 -0.038
H 1.032 1.385 -0.250 -0.002
H -0.450 1.892 -1.265 0.030
H -0.795 1.265 0.504 0.065
H -2.349 -1.399 -0.913 0.046
H -1.538 -1.374 -2.601 0.031
H -2.290 -0.024 -1.861 0.000
```

Computed, not measured: a structure of composition C18H39N7P2V at a distorted geometry, with ωB97M-V/def2-TZVPD.

Properties
2S+1 ... 2
Total charge ... +4
Maximum force ... 0.0260 Eh/bohr
HOMO-LUMO gap (alpha / beta) ... 6.794 / 7.408 eV
DFT total energy ... -2717.7726 hartree

```
67
Properties=species:S:1:pos:R:3:mulliken_spin:R:1
V -0.231 1.116 0.476 1.281
C 2.230 -1.329 -0.608 0.004
P 2.057 0.172 0.391 -0.079
C 3.310 1.331 -0.236 -0.003
C 2.615 -0.254 2.098 -0.001
C 1.823 0.484 3.179 -0.010
P 0.040 0.481 2.772 -0.060
C -0.448 -1.270 2.715 0.002
C -0.853 1.225 4.159 0.001
H 3.241 -1.723 -0.471 -0.002
H 2.086 -1.108 -1.667 0.001
H 1.514 -2.096 -0.308 -0.001
H 4.284 0.861 -0.086 -0.002
H 3.294 2.275 0.311 0.000
H 3.187 1.513 -1.303 0.000
H 3.674 -0.002 2.170 -0.002
H 2.532 -1.335 2.225 0.001
H 2.159 1.520 3.290 0.000
H 1.946 0.003 4.153 -0.002
H -0.103 -1.749 3.636 -0.002
H -0.014 -1.796 1.862 -0.002
H -1.533 -1.362 2.675 0.001
H -0.290 1.005 5.069 -0.002
H -1.843 0.776 4.242 0.001
H -0.956 2.307 4.067 -0.001
C -0.072 6.605 1.090 -0.002
C 0.642 5.634 2.008 0.000
N 0.552 4.278 1.434 -0.015
C 0.331 4.022 0.146 0.001
N 0.211 2.674 -0.225 -0.102
C 0.213 2.375 -1.667 0.042
C -0.671 3.380 -2.390 0.000
C -0.054 4.749 -2.169 0.001
N 0.230 4.988 -0.741 -0.016
C 0.432 6.394 -0.329 0.001
H 0.129 7.628 1.402 0.000
H -1.152 6.449 1.126 0.000
H 0.189 5.625 2.999 0.000
H 1.692 5.908 2.122 -0.001
H 0.754 3.504 2.042 0.006
H -0.148 1.341 -1.837 0.005
H 1.234 2.428 -2.051 -0.009
H -1.685 3.357 -1.982 -0.001
H -0.717 3.161 -3.455 0.000
H -0.735 5.525 -2.514 0.000
H 0.876 4.854 -2.735 -0.001
H -0.099 7.032 -1.031 0.000
H 1.496 6.634 -0.407 -0.001
C -6.633 0.201 1.156 0.000
C -6.293 -0.660 -0.062 0.000
C -6.033 -2.122 0.278 0.000
C -5.208 -0.068 -0.964 -0.001
N -3.900 0.163 -0.319 0.002
C -3.602 0.763 0.857 -0.001
N -2.290 0.800 0.945 -0.004
N -1.837 0.253 -0.187 -0.033
N -2.782 -0.112 -0.972 0.007
H -7.644 -0.018 1.496 0.000
H -6.602 1.270 0.930 0.000
H -5.989 -0.027 2.014 0.000
H -7.174 -0.633 -0.711 0.000
H -5.036 -2.285 0.705 0.000
H -6.098 -2.762 -0.603 0.000
H -6.766 -2.482 0.996 0.000
H -5.538 0.897 -1.356 0.000
H -5.009 -0.729 -1.807 0.000
H -4.317 1.105 1.591 0.000
```

Computed, not measured: an isolated molecule of C8H14N2OS2 at a distorted geometry, with ωB97M-V/def2-TZVPD.

Properties
SMILES ... CC[C@H](C(N)=O)N(S)C(=S)C1CC1
2S+1 ... 1
Maximum force ... 0.0438 Eh/bohr
HOMO-LUMO gap ... 8.534 eV
DFT total energy ... -1294.3061 hartree

```
27
Properties=species:S:1:pos:R:3:mulliken_charge:R:1
C 2.102 -1.942 0.233 -1.127
C 0.885 -2.173 -0.670 -0.471
C -0.338 -1.385 -0.169 -0.739
C -1.621 -1.883 -0.889 0.389
N -2.891 -1.591 -0.475 -0.401
O -1.504 -2.407 -1.972 -0.593
N -0.190 0.082 -0.351 0.355
S -0.125 0.616 -1.958 -0.141
C -0.604 1.011 0.631 0.204
S -1.285 0.524 2.047 -0.288
C -0.297 2.481 0.465 -0.435
C 0.217 3.327 1.637 -0.709
C 1.151 2.933 0.485 -0.345
H 2.181 -0.885 0.435 0.171
H 2.990 -2.193 -0.268 0.425
H 2.006 -2.500 1.155 0.308
H 1.122 -1.938 -1.700 0.320
H 0.715 -3.269 -0.637 0.361
H -0.496 -1.651 0.908 0.701
H -3.616 -1.628 -1.174 0.232
H -2.983 -0.980 0.339 0.216
H -0.084 -0.595 -2.558 0.130
H -0.956 2.966 -0.230 0.516
H -0.130 4.389 1.727 0.246
H 0.448 2.893 2.608 0.240
H 1.376 3.613 -0.321 0.283
H 1.924 2.185 0.701 0.152
```